This record from the OMol25 dataset describes one molecule with the formula C4H10Br2OP2 in a non-equilibrium geometry. The level of theory is wB97M-V/def2-TZVPD.

multiplicity = 1
E = -165019.842 eV
gap between HOMO and LUMO = 8.2 eV
HOMO = -7.89 eV

Last column: Löwdin charge in e.
Element x y z (Å)
C 3.00196 0.62054 -0.21258  -0.17
C 1.65292 0.26061 0.43725  -0.83
Br 1.94267 -0.47529 2.26573  0.60
C 0.81031 -0.75036 -0.39031  -0.98
Br 1.83547 -2.41897 -0.73914  0.59
P -0.75068 -1.21831 0.58944  0.61
P -2.45741 -0.55660 -0.63027  0.58
C -2.39440 1.30298 -0.42243  -0.34
O -3.80319 -1.04218 0.26139  -0.40
H 3.81307 0.02512 0.21383  0.06
H 3.00524 0.53468 -1.30118  0.08
H 3.22610 1.65661 0.06921  0.08
H 1.05471 1.16677 0.56283  0.08
H 0.52444 -0.34610 -1.36635  0.05
H -0.75664 -2.64102 0.64943  -0.09
H -2.45827 1.61705 0.63010  0.03
H -1.44022 1.68043 -0.81917  0.02
H -3.21009 1.75834 -0.98690  0.03
H -3.59600 -1.17429 1.18913  0.02

***

This record from the OMol25 dataset describes a 2-piece molecular cluster, C4H10Br4Si2 overall in a non-equilibrium geometry. The level of theory is wB97M-V/def2-TZVPD.

multiplicity = 1
E = -300236.506 eV
gap between HOMO and LUMO (alpha / beta) = 5.9 / 7.5 eV
HOMO (alpha / beta) = -7.82 / -8.18 eV
relative energy (zero: lowest compared OMol25 entry of this formula, charge and spin) = 227.59 kJ/mol

Last column: Löwdin charge in e.
Element x y z (Å)
C 1.83850 0.52417 -1.74899  -0.13
C 1.90471 0.03933 1.38789  -0.10
C 0.90000 -0.27007 -0.96555  -0.33
C 0.93195 0.36317 0.33757  -0.21
Si -1.73154 -1.15898 1.34970  0.06
Si -3.17319 0.29374 0.28540  -0.81
Br -1.70693 -3.09105 0.18403  0.15
Br -4.56035 -0.32338 -1.37114  0.22
Br -2.15196 2.21493 -0.44992  0.21
Br -4.68322 1.29459 1.66147  0.18
H 1.78968 1.57072 -1.90207  0.08
H 1.94291 -0.02391 -2.74473  0.12
H 2.80270 0.56230 -1.24768  0.07
H 2.15377 -0.99568 1.38359  0.07
H 2.80443 0.47942 0.84509  0.11
H 1.74775 0.39433 2.37639  0.08
H -0.08878 -0.09875 -1.45097  0.11
H 1.21810 -1.43894 -0.85836  0.18
H 0.53146 1.41333 0.42018  0.09
H -2.46998 -1.74928 2.50808  -0.13

***

This record from the OMol25 dataset describes C4H10Cl2F2N3PmS as an isolated structure in a non-equilibrium geometry. The level of theory is wB97M-V/def2-TZVPD.

multiplicity = 5
E = -66644.560 eV
gap between HOMO and LUMO (alpha / beta) = 4.4 / 4.7 eV
HOMO (alpha / beta) = -4.59 / -4.92 eV
relative energy (zero: lowest compared OMol25 entry of this formula, charge and spin) = 331.53 kJ/mol

Last column: Löwdin spin population.
Element x y z (Å)
Pm 0.11501 -0.05992 -0.54099  4.16
N -0.24141 -0.44058 2.26268  0.00
N -1.58497 -0.67224 2.57613  0.00
C -2.27638 -1.46650 1.75680  0.00
N -3.53137 -1.65338 2.17021  0.00
S -1.67172 -2.21680 0.40452  0.00
H 0.30438 -1.25130 2.51499  0.00
H 0.08818 0.37674 2.75007  0.00
H -1.83028 -0.73546 3.54807  0.00
H -3.97043 -0.93347 2.72304  0.00
H -4.13510 -2.15175 1.53782  0.00
F 1.78075 1.17621 0.71494  0.00
C 2.52928 0.21630 -0.16522  -0.01
F 2.00473 -1.06760 0.50069  0.00
H 3.51930 0.28395 0.25023  0.00
C -0.26206 0.36193 -2.78200  -0.17
H -1.18014 0.29130 -3.38270  -0.02
H 0.57483 0.53608 -3.46675  -0.01
Cl -4.03234 2.86854 -0.18158  0.00
C -2.35676 3.40246 -0.21314  0.01
Cl -1.22730 2.24112 0.60821  0.02
H -2.27138 4.32706 0.33383  0.00
H -2.01740 3.47271 -1.23618  0.00